Entry 1:
{"formula": "C8H22LiNO4", "method": "wB97M-V/def2-TZVPD", "e_tot_ha": -680.9998, "lumo_energy_ev": 0.2509, "homo_energy_ev": -6.69, "gap_ev": 6.945, "elements": ["O", "O", "O", "O", "N", "C", "C", "C", "C", "C", "C", "C", "C", "Li", "H", "H", "H", "H", "H", "H", "H", "H", "H", "H", "H", "H", "H", "H", "H", "H", "H", "H", "H", "H", "H", "H"], "xyz": [[1.81044, -0.54456, 1.70778], [1.28944, 0.37944, -2.02422], [0.30744, -2.33356, -0.42022], [-3.25156, 1.80144, -1.23422], [-0.65956, 0.64544, 0.90078], [1.08044, 0.31044, 2.58578], [2.39644, 0.81144, -1.34422], [-2.47756, 0.82544, -0.76622], [-1.35756, 1.56644, 0.08278], [-4.27256, 1.44744, -2.25022], [0.29644, 1.28344, 1.70978], [2.67244, -1.61256, 2.19078], [1.21544, -2.93356, -1.27422], [0.76544, -0.34656, -0.31122], [-5.01456, 0.80844, -1.89522], [1.59544, -3.71956, -0.65922], [-3.61756, 1.01044, -3.20822], [2.79644, -0.12956, -0.82822], [-0.45656, -2.87856, -0.56922], [-2.20356, 0.29344, -1.59122], [3.29044, -1.33156, 2.78878], [-4.77856, 2.38744, -2.69622], [3.18844, 1.04044, -2.17522], [1.83744, -1.99456, -1.62822], [-1.33556, 0.21644, 1.60578], [0.97244, 1.90644, 1.12078], [-2.01556, 2.22644, 0.51478], [-0.96756, 2.13744, -0.59022], [3.01344, -2.22856, 1.25278], [0.66044, 0.06544, 3.53078], [-3.28756, 0.14144, -0.23922], [1.87544, 0.72344, 3.04078], [2.03644, 1.65244, -0.60722], [2.09244, -2.26856, 2.89178], [-0.22056, 2.13044, 2.42378], [0.72344, -3.48956, -2.03522]]}

Entry 2:
{"formula": "C34H53Br3Cl2F16O10P2Si", "method": "wB97M-V/def2-TZVPD", "e_tot_ha": -13291.7229, "lumo_energy_ev": -0.0804, "homo_energy_ev": -7.07, "smiles": "CCC(=O)OCCCO[C@H](P(C)O)[C@](O[C@@](CCCBr)(CCO[Si](C)(C)C)/C(Cl)=C(/C)Cl)([C@@H](Br)[C@H](C)Br)P(O)O.FC(F)C(F)(F)COC(F)(F)C(F)F.FC(F)C(F)(F)COC(F)(F)C(F)F", "gap_ev": 6.991, "elements": ["Br", "Br", "Br", "Cl", "Cl", "P", "P", "Si", "F", "F", "F", "F", "F", "F", "F", "F", "F", "F", "F", "F", "F", "F", "F", "F", "O", "O", "O", "O", "O", "O", "O", "O", "O", "O", "C", "C", "C", "C", "C", "C", "C", "C", "C", "C", "C", "C", "C", "C", "C", "C", "C", "C", "C", "C", "C", "C", "C", "C", "C", "C", "C", "C", "C", "C", "C", "C", "C", "C", "H", "H", "H", "H", "H", "H", "H", "H", "H", "H", "H", "H", "H", "H", "H", "H", "H", "H", "H", "H", "H", "H", "H", "H", "H", "H", "H", "H", "H", "H", "H", "H", "H", "H", "H", "H", "H", "H", "H", "H", "H", "H", "H", "H", "H", "H", "H", "H", "H", "H", "H", "H", "H"], "xyz": [[0.14946, -3.21869, -2.16560], [-0.73813, 2.86557, 4.38684], [3.48174, -4.91363, 0.65156], [-3.62374, -1.32391, 0.90606], [-1.67227, -2.47909, 4.88150], [-1.90289, -5.53830, 0.60954], [1.41734, -4.29864, 2.90548], [0.75027, 1.77265, -2.16377], [-1.89019, 6.59833, -0.41444], [5.55397, 3.82637, 1.25775], [7.18010, 5.50860, 3.92799], [2.12633, 3.13564, 1.21237], [3.77202, 2.85196, 2.61065], [3.78932, 5.36722, 1.14961], [1.88788, 5.82564, 2.08028], [0.61059, 5.98287, -1.60337], [-2.00426, 11.28180, -3.50866], [5.66082, 3.96410, 4.12102], [-0.24442, 9.99920, -5.20144], [-1.80194, 7.00905, -2.53936], [0.86534, 8.08640, -2.10759], [7.49915, 3.43804, 2.13395], [-0.26834, 10.46528, -2.48356], [-0.49562, 8.12918, -4.13271], [-3.61480, -9.32952, -4.32490], [0.55602, 0.06966, -1.74865], [3.66589, 5.61768, 3.39967], [-2.88606, -7.45465, -2.82315], [-2.54491, -4.33913, -0.53600], [-0.45840, -3.02282, 1.13410], [0.32535, -4.89323, 4.05641], [2.63076, -3.22530, 3.39305], [0.54010, -6.04041, -0.41374], [-1.73697, 8.72220, -1.05556], [0.44732, -1.03755, 2.64110], [2.62044, 2.19773, -1.78364], [-2.79939, -5.10864, 2.28953], [-6.17001, -6.91349, -4.16482], [-2.35500, 9.41188, -2.14525], [-2.10222, -8.21220, -1.80552], [2.89902, -2.19552, -1.92436], [-0.60458, -1.72543, 1.64831], [6.55766, 4.40388, 1.95498], [-1.40658, 10.10630, -3.13456], [-0.69979, -0.69591, 0.32164], [0.22974, -7.47280, -0.51045], [0.69564, -0.13019, -0.26574], [0.22562, 7.24049, -1.25851], [-3.89373, -8.31775, -3.45806], [-1.29837, 7.39534, -1.34446], [5.01708, 6.04790, 3.21458], [6.09475, 4.95613, 3.29892], [-2.21687, -1.69014, 2.12702], [-5.51181, -8.06159, -3.18217], [-0.00519, -5.41995, 0.79356], [-4.36797, -1.89811, 3.83892], [-1.06301, 1.26432, 3.15760], [1.91555, -3.38788, -1.27889], [2.67259, 3.61078, 2.36327], [0.36577, 0.52774, 3.01581], [-0.50568, 2.96324, -1.32419], [-1.09865, 9.30950, -4.39777], [1.98635, -3.55334, 0.31231], [0.61440, -3.90679, 1.16724], [0.43389, 1.88699, -4.09815], [-0.55062, -7.70111, -1.93987], [-2.73305, -1.97361, 3.48156], [3.02683, 5.09799, 2.23438], [7.00505, 5.18779, 1.33698], [1.27609, -8.03690, -0.60824], [5.19932, 6.72837, 4.05567], [-2.00715, 9.11463, -4.97506], [-4.68235, -0.76165, 3.76485], [1.53036, -1.17502, 2.14386], [-6.80250, -7.37273, -5.06612], [-0.30282, -7.93601, 0.42204], [-1.26148, -1.21253, -0.59114], [0.58406, 7.44648, -0.24722], [-0.59542, -6.64653, -2.49450], [2.46854, -2.55899, 0.76463], [0.05972, -8.40686, -2.66971], [-2.14548, -9.33604, -2.14187], [0.91672, 0.66538, 4.06917], [1.34109, 1.41142, -4.66569], [1.96203, 3.44623, 3.17670], [5.12755, 6.67954, 2.32523], [0.81945, 0.99034, 0.13269], [0.23109, -6.21944, 1.65198], [0.29755, 3.04062, -4.30967], [-1.92198, 0.67262, 3.68579], [-6.95893, -6.32277, -3.49863], [-5.40376, -6.11290, -4.55442], [-2.07499, -4.65029, 3.08406], [3.20024, 1.91258, -2.78663], [-5.64836, -7.66735, -2.07684], [3.37474, -1.51167, -1.10128], [2.29988, -1.59375, -2.74528], [1.03359, 1.18798, 2.27744], [1.67531, -0.67695, 0.03864], [3.02456, 1.44705, -0.95549], [-3.10687, 8.79242, -2.64831], [2.79241, 3.31516, -1.48110], [3.48750, -3.66614, 3.68538], [-2.93658, 10.20771, -1.66346], [-1.42477, 1.77602, 2.14113], [-6.10491, -9.06335, -3.38748], [-1.35326, 0.27181, 0.57335], [0.74273, -5.41224, 4.80427], [-4.58253, -2.29327, 4.91895], [-3.56227, -4.43091, -0.55479], [-5.00539, -2.53255, 3.07910], [0.62832, -1.60755, 3.67826], [-3.20245, -6.13861, 2.68373], [-0.66332, 3.89403, -2.01619], [-1.57480, 2.50217, -1.12460], [3.81559, -2.69575, -2.50319], [-0.56524, 1.31313, -4.34294], [-2.57273, -7.99413, -0.75672], [2.39018, -4.38271, -1.74694], [-0.07496, 3.36794, -0.30191], [-3.74799, -4.41419, 2.08188]]}

Entry 3:
{"formula": "H10O5", "method": "wB97M-V/def2-TZVPD", "e_tot_ha": -382.1835, "lumo_energy_ev": 0.4557, "homo_energy_ev": -11.10, "smiles": "O.O.O.O.O", "gap_ev": 11.553, "elements": ["O", "O", "O", "O", "O", "H", "H", "H", "H", "H", "H", "H", "H", "H", "H"], "xyz": [[0.28252, -3.43113, 1.20556], [0.42720, -1.21498, -1.50090], [-0.11583, 1.86218, -1.76736], [0.23673, 2.92726, 1.04247], [-0.44730, 0.10467, 0.99443], [-0.08302, 1.67399, -0.83806], [-0.33848, 2.15552, 1.12669], [0.24645, -0.86743, -2.35127], [-0.43549, -3.19926, 0.53586], [-0.24628, -3.92266, 1.87361], [-0.36215, -0.28767, 0.08645], [0.27317, -2.19495, -1.53093], [0.38086, 0.09822, 1.36251], [0.34392, 2.68452, -1.87341], [-0.16230, 3.61173, 1.63433]]}